[1]
ORCA calculation (ωB97M-V/def2-TZVPD) on C8H10 in the gas phase.

For the orbital gap, the calculation gives 10.099 eV. Its HOMO energy is -0.3303 Eh. The lowest unoccupied orbital energy is 1.1 eV. The largest force on an atom is 0.012 hartree/bohr.

```
18
Properties=species:S:1:pos:R:3:forces:R:3
C -2.5742 0.0562 -0.4036 -0.054 -0.018 -0.117
C -1.5591 -0.0212 0.7299 -0.316 -0.083 -0.276
C -0.1090 -0.0635 0.2907 -0.183 -0.361 0.387
C 0.8523 -0.3636 1.2597 0.332 0.172 -0.462
C 2.2050 -0.2844 0.9431 -0.363 0.145 0.218
C 2.5922 0.1040 -0.3288 0.187 0.018 -0.431
C 1.6490 0.2991 -1.3302 -0.100 -0.167 0.561
C 0.2979 0.1720 -1.0162 0.157 0.164 -0.112
H -3.6080 0.0654 -0.0603 0.053 -0.051 0.276
H -2.4440 0.9749 -0.9706 0.072 0.047 -0.177
H -2.4791 -0.7918 -1.0821 0.064 0.012 -0.083
H -1.7092 0.8504 1.3729 0.135 -0.018 0.073
H -1.7722 -0.8959 1.3471 0.046 -0.028 0.059
H 0.5304 -0.6651 2.2482 0.030 0.111 0.087
H 2.9551 -0.4769 1.6976 0.013 -0.066 0.039
H 3.6402 0.2339 -0.5640 0.059 -0.065 0.048
H 1.9694 0.5564 -2.3295 -0.057 -0.050 -0.078
H -0.4367 0.2502 -1.8040 -0.075 0.236 -0.012
```
Positions in Å, forces in eV/Å.

[2]
ORCA calculation (ωB97M-V/def2-TZVPD) on C8H10 in the gas phase.

For the orbital gap, the calculation gives 9.548 eV. Its HOMO energy is -0.3081 Eh. The lowest unoccupied orbital energy is 1.2 eV. The largest force on an atom is 0.115 hartree/bohr.

```
18
Properties=species:S:1:pos:R:3:forces:R:3
C 2.1569 -0.0092 -0.2789 -0.678 2.500 1.910
C 1.5246 1.1505 0.1083 1.831 1.143 -2.113
C 0.0944 0.8495 0.1591 0.517 -0.461 1.618
C -1.0899 1.3240 -0.1305 -5.244 1.117 -2.439
C -2.2163 0.2207 -0.0051 1.173 -2.052 -1.277
C -1.3466 -1.2116 -0.1998 0.554 4.475 1.715
C 0.0566 -0.6112 0.5653 -3.918 -3.102 -0.942
C 1.2696 -1.1894 -0.1152 -0.409 0.603 -2.290
H 3.2154 -0.1185 -0.3460 0.606 0.100 -0.543
H 1.9993 2.2205 0.0837 -0.988 -2.288 0.161
H -1.6937 2.2205 -0.7094 2.859 -1.468 1.804
H -2.9791 0.1870 -0.8684 0.873 0.756 1.613
H -2.6840 0.2465 1.0207 0.200 -0.112 -1.164
H -1.8164 -1.9449 0.3675 -0.657 -1.415 1.307
H -1.3561 -1.6091 -1.2275 0.721 0.796 0.163
H -0.1530 -0.9659 1.6997 1.009 1.358 -2.399
H 0.9760 -1.5917 -1.2020 0.854 0.173 2.554
H 1.7951 -1.7841 0.5632 0.698 -2.121 0.322
```
Positions in Å, forces in eV/Å.

[3]
ORCA calculation (ωB97M-V/def2-TZVPD) on a 4-piece molecular cluster, C8H10B2F14O4 overall.

For the orbital gap (spin up / spin down), the calculation gives 11.289 / 4.168 eV. Its HOMO energy (spin up / spin down) is -0.3145 / -0.2923 Eh. As for the spin multiplicity: 2. The lowest unoccupied orbital energy (spin up / spin down) is 2.7 / -3.8 eV. The largest force on an atom is 0.089 hartree/bohr. The charge is -1.

```
38
Properties=species:S:1:pos:R:3:forces:R:3
B 4.2535 0.8778 -0.3247 1.331 -0.139 0.559
F 4.3039 0.8489 1.0226 -0.015 -0.372 1.346
F 3.8269 -0.3574 -0.8531 0.440 -0.147 -0.349
F 3.2279 1.6878 -0.7399 -2.116 0.912 -0.926
F 5.4260 1.4119 -0.8130 0.444 -0.444 -0.617
B -0.1149 -0.0265 -0.6503 -1.152 0.532 0.219
F -0.8880 -0.8347 -1.4578 0.068 -0.447 -0.361
F -0.1764 1.2792 -1.0668 -0.016 0.756 -0.403
F -0.5109 -0.1353 0.6708 -0.707 -0.198 1.057
F 1.2106 -0.4119 -0.5358 1.653 -0.492 -0.536
C -1.9066 6.2882 1.3664 -1.836 0.483 0.755
C -1.5341 4.9966 0.7829 3.709 0.074 -0.078
O -2.4727 4.0583 1.1138 -2.321 -1.275 -0.576
C -2.1437 2.8849 1.6195 3.681 -0.301 2.696
O -1.0548 2.5677 2.1294 -3.220 0.921 -1.935
C -3.4013 2.0443 1.8393 1.775 0.886 -0.054
F -4.2880 2.3159 0.9094 -1.242 -0.103 -0.243
F -3.0756 0.7888 1.8106 -0.299 -1.311 0.128
F -3.8567 2.3675 3.0638 -0.660 -0.127 -0.030
H -2.9462 6.3997 1.0584 -0.126 0.885 -0.167
H -1.2951 7.1609 1.1372 -0.016 -0.313 -0.114
H -2.0001 6.1198 2.4392 0.346 0.396 0.207
H -0.6210 4.6717 1.2816 0.474 -0.045 -0.488
H -1.3574 5.0363 -0.2920 -0.228 -0.195 -0.058
C -1.3194 -5.1604 -1.7522 0.733 0.195 0.119
C -0.4459 -4.0398 -1.2729 0.059 0.191 -0.273
O 0.7667 -4.6356 -0.7648 2.828 0.732 -0.196
C 1.9768 -4.0106 -1.1116 -2.488 2.798 -1.471
O 2.0992 -3.1074 -1.9344 -0.404 -2.495 1.685
C 3.2005 -4.3831 -0.2721 -1.818 -1.647 -1.847
F 4.0894 -4.8600 -1.1679 0.509 -0.218 0.502
F 3.6931 -3.3814 0.3531 0.793 1.242 0.914
F 2.8479 -5.3451 0.5746 0.612 -0.520 0.634
H -2.3170 -4.7774 -1.9668 0.013 -0.251 0.003
H -1.2906 -5.9039 -0.9556 -0.446 -0.382 -0.386
H -0.7981 -5.4668 -2.6591 -0.557 -0.779 -0.067
H -0.9142 -3.5267 -0.4329 0.287 0.510 -0.287
H -0.1938 -3.4423 -2.1490 -0.087 0.687 0.641
```
Positions in Å, forces in eV/Å.

[4]
ORCA calculation (ωB97M-V/def2-TZVPD) on C8H10BDyN2O2PS as an isolated structure.

For the orbital gap (spin up / spin down), the calculation gives 7.578 / 7.369 eV. Its HOMO energy (spin up / spin down) is -0.7361 / -0.7299 Eh. As for the spin multiplicity: 6. The lowest unoccupied orbital energy (spin up / spin down) is -12.5 / -12.5 eV. The largest force on an atom is 0.055 hartree/bohr. The charge is +3.

```
26
Properties=species:S:1:pos:R:3:forces:R:3
C -0.1861 -3.4833 -0.3238 0.068 0.006 0.169
P -1.4021 -2.1692 -0.1983 0.259 0.232 -0.369
C -2.1232 -1.8385 -1.7978 -0.096 -0.123 -0.071
C -0.6427 -0.6597 0.4715 -0.035 0.002 -0.007
C 0.0951 0.2348 -0.3634 -0.111 -0.016 0.020
C 0.5876 1.4568 0.1032 0.589 -0.523 -0.538
B 1.2268 2.4749 -0.9443 -1.501 0.488 -0.538
O 2.1266 1.9664 -1.9068 0.618 0.843 0.736
O 0.8895 3.7510 -0.9032 0.578 -0.112 0.571
C 0.3915 1.7515 1.4807 -0.251 0.165 0.243
N 0.8178 2.8475 2.1351 0.250 -0.347 -0.028
S 0.2828 2.6986 3.6496 -0.031 0.029 -0.123
N -0.4648 1.3079 3.5695 -0.015 -0.115 -0.049
C -0.3407 0.8491 2.3100 0.082 0.297 0.232
C -0.8606 -0.3551 1.7980 -0.102 -0.036 0.185
H -0.0480 -3.9955 0.6301 -0.015 -0.064 -0.073
H 0.7540 -2.9903 -0.5988 -0.035 -0.129 -0.028
H -0.4754 -4.1856 -1.1073 -0.062 -0.049 0.123
H -2.6236 -0.8710 -1.8291 -0.024 -0.056 0.019
H -2.8333 -2.6358 -2.0438 0.036 0.090 -0.015
H -1.3010 -1.8871 -2.5260 -0.134 0.045 -0.023
H 0.2105 -0.0036 -1.4203 -0.025 0.003 0.085
H 2.6550 1.2043 -1.6809 -0.757 -0.702 -2.562
H 1.5052 4.4482 -1.1763 -0.363 0.076 -0.549
H -1.4312 -1.0049 2.4561 0.013 0.064 -0.019
Dy 3.1904 1.0886 0.2166 1.063 -0.069 2.607
```
Positions in Å, forces in eV/Å.